# 1
Below is an isolated molecule of C3H5N3O, with properties calculated with wB97M-V/def2-TZVPD.

Calculated values
- Energy relative to the best compared isomer or geometry (same formula, charge and spin): 135.4 kcal per mole
- DFT total energy: -356.64160 hartree
- HOMO level: -7.174 eV

Structure (ORCA input):
```
! RIJCOSX wB97M-V def2-TZVPD def2/J DEFGRID3
* xyz 0 1
N 2.35 0.63 -0.06
C 0.96 0.25 -0.03
C 0.26 -0.88 0.12
N -1.16 -0.80 0.09
C -1.76 0.37 -0.07
O -3.09 0.16 -0.05
N 1.12 1.54 -0.21
H 2.90 0.49 -0.89
H 2.86 0.73 0.81
H 0.73 -1.85 0.26
H -1.69 -1.66 0.21
H -3.48 1.03 -0.18
*
```

Mulliken atomic charge list, values in e, 4 entries: -0.13, 0.38, -0.35, 0.16

---

# 2
Below is a structure of composition C5H9NOS at a distorted geometry, with properties calculated with wB97M-V/def2-TZVPD.

Calculated values
- Energy relative to the best compared isomer or geometry (same formula, charge and spin): 132.4 kcal per mole
- DFT total energy: -723.90874 hartree
- HOMO level: -9.095 eV

Structure (ORCA input):
```
! RIJCOSX wB97M-V def2-TZVPD def2/J DEFGRID3
* xyz 0 1
C 0.40 -2.23 0.02
C 0.50 -0.90 0.64
C 0.40 2.27 1.11
C -0.61 0.09 0.36
C 0.01 1.44 -0.06
N 0.11 -2.24 1.24
O -0.58 -2.33 -2.79
S 0.63 -3.22 -2.06
H 1.50 -0.47 0.90
H -0.51 2.35 1.64
H 0.69 3.28 0.82
H 1.13 1.99 1.70
H -1.09 -0.45 -0.39
H -1.42 0.11 1.13
H 0.87 1.28 -0.70
H -0.70 2.02 -0.53
H -1.34 -2.98 -3.04
*
```

Mulliken atomic charge list, values in e, 4 entries: -0.33, 0.35, -1.37, -0.63

---

# 3
Below is a structure of composition C6H9F at a distorted geometry, with properties calculated with wB97M-V/def2-TZVPD.

Calculated values
- Energy relative to the best compared isomer or geometry (same formula, charge and spin): 20.0 kcal per mole
- DFT total energy: -333.82454 hartree
- HOMO level: -10.532 eV

Structure (ORCA input):
```
! RIJCOSX wB97M-V def2-TZVPD def2/J DEFGRID3
* xyz 0 1
C -1.08 0.01 0.02
C -0.21 1.30 -0.08
C 1.24 0.71 0.00
C 0.78 -0.80 -0.02
C -0.42 -0.87 -0.94
C -0.25 -0.72 1.09
H -0.46 2.15 0.63
H -0.48 1.82 -0.98
H 1.75 0.97 0.91
H 1.79 0.92 -0.85
H 1.57 -1.64 -0.06
H -0.99 -1.81 -1.13
H -0.13 -0.42 -1.92
H 0.01 -0.16 2.00
H -0.66 -1.71 1.25
F -2.46 0.22 0.08
*
```

Mulliken atomic charge list, values in e, 4 entries: 0.27, -0.71, -0.84, -0.25

---

# 4
Below is a structure of composition C6H13N2Pd at a distorted geometry, with properties calculated with wB97M-V/def2-TZVPD.

Calculated values
- Energy relative to the best compared isomer or geometry (same formula, charge and spin): 1.8 kcal per mole
- DFT total energy: -473.69506 hartree
- HOMO level (spin up / spin down): 0.100 / -3.097 eV

Structure (ORCA input):
```
! RIJCOSX wB97M-V def2-TZVPD def2/J DEFGRID3
* xyz -1 3
C -2.48 3.14 -1.99
Pd 0.16 -0.60 -1.44
N 1.54 -2.00 -2.37
H -1.36 -0.64 -1.64
H 2.53 -1.81 -2.48
H -1.94 3.81 -2.59
H -2.86 3.70 -1.11
H -1.72 2.46 -1.59
H -3.25 2.57 -2.50
H 1.44 -2.76 -1.72
H 1.14 -2.25 -3.26
C 0.84 -0.71 3.22
C 1.50 0.34 2.56
C 1.21 0.54 1.20
N 0.31 -0.24 0.59
C -0.35 -1.23 1.22
C -0.08 -1.53 2.56
H 1.08 -0.93 4.24
H 2.24 0.98 3.03
H 1.68 1.29 0.54
H -1.05 -1.74 0.54
H -0.57 -2.40 2.99
*
```

Mulliken atomic charge list, values in e, 4 entries: -0.81, -0.43, -0.66, -0.04

---

# 5
Below is a structure of composition C33H28ClN4OOs at a distorted geometry, with properties calculated with wB97M-V/def2-TZVPD.

Calculated values
- DFT total energy: -2119.11586 hartree
- HOMO level (spin up / spin down): -7.699 / -10.497 eV

Structure (ORCA input):
```
! RIJCOSX wB97M-V def2-TZVPD def2/J DEFGRID3
* xyz 1 5
Os 0.10 -0.42 -0.19
Cl -3.81 0.46 5.74
C -2.96 -0.12 4.34
C -1.96 -1.17 4.61
C -1.05 -1.50 3.63
C -1.19 -0.95 2.36
O -0.49 -1.60 1.43
C -2.28 -0.08 2.02
C -2.38 0.42 0.62
N -1.13 1.21 0.38
C -0.95 2.33 -0.38
C -1.63 3.53 -0.16
C -1.21 4.60 -0.96
C -0.28 4.46 -1.99
C 0.44 3.26 -2.16
C 1.49 3.10 -3.14
C 2.12 1.91 -3.24
C 1.87 0.89 -2.26
N 0.87 0.97 -1.38
C 0.13 2.17 -1.34
C -3.15 0.38 3.04
H -2.04 -1.57 5.65
H -0.32 -2.29 3.78
H -3.34 0.99 0.43
H -2.27 3.69 0.71
H -1.54 5.60 -0.74
H 0.00 5.37 -2.54
H 1.68 3.97 -3.77
H 2.83 1.76 -4.07
H 2.51 0.05 -2.24
H -3.88 1.18 2.85
C 2.40 1.26 3.19
C 1.41 1.08 2.21
N 1.50 0.15 1.23
C 2.68 -0.56 1.15
C 3.83 -0.35 2.00
C 3.61 0.56 3.06
C 4.97 -1.03 1.72
C 5.06 -2.05 0.79
C 3.89 -2.41 0.02
C 3.79 -3.38 -1.02
C 2.63 -3.47 -1.79
C 1.52 -2.72 -1.44
N 1.50 -1.84 -0.42
C 2.70 -1.65 0.24
H 2.14 1.94 3.97
H 0.42 1.61 2.32
H 4.46 0.70 3.74
H 5.92 -0.71 2.16
H 6.02 -2.48 0.52
H 4.60 -4.07 -1.18
H 2.53 -4.19 -2.60
H 0.55 -2.96 -1.91
C -2.19 -2.00 -2.58
C -2.80 -0.93 -1.68
C -4.25 -1.36 -1.36
C -2.77 0.34 -2.57
C -2.04 -0.78 -0.35
H -2.66 -2.16 -3.57
H -2.05 -2.97 -2.09
H -1.14 -1.72 -2.72
H -4.78 -1.60 -2.29
H -4.83 -0.64 -0.82
H -4.27 -2.31 -0.78
H -3.26 0.16 -3.53
H -1.69 0.60 -2.75
H -3.34 1.07 -2.03
H -2.25 -1.74 0.11
*
```

Mulliken atomic charge list, values in e, 4 entries: 0.86, -0.16, 0.18, -0.67

---

# 6
Below is a cluster of 4 separate species, C26H48O17P4 in total at a distorted geometry, with properties calculated with wB97M-V/def2-TZVPD.

Calculated values
- Structure (SMILES): CCOP(=O)(CCCC1=CC(=O)c2ccccc2C1=O)OCC.COP(=O)(OC)OC.COP(=O)(OC)OC.COP(=O)(OC)OC
- DFT total energy: -3663.74841 hartree
- HOMO level: -8.949 eV

Structure (ORCA input):
```
! RIJCOSX wB97M-V def2-TZVPD def2/J DEFGRID3
* xyz 0 1
C -0.58 -0.79 -4.96
C -1.23 -0.88 -3.46
O -2.04 -2.08 -3.21
P -1.05 -3.37 -2.49
O -0.34 -2.81 -1.17
C 0.16 -3.92 -3.86
C 1.04 -5.26 -3.52
C 1.81 -5.23 -2.07
C 3.16 -4.29 -2.01
C 4.52 -4.94 -2.14
C 5.94 -4.07 -2.05
O 7.03 -4.35 -2.79
C 5.88 -2.78 -0.99
C 7.16 -2.23 -0.11
C 6.84 -0.96 0.92
C 5.36 -0.26 1.09
C 4.10 -0.80 0.16
C 4.38 -2.05 -0.86
C 3.14 -2.63 -1.82
O 2.26 -1.81 -2.40
O -2.18 -4.60 -1.98
C -2.56 -4.45 -0.57
C -3.41 -3.08 -0.23
H 0.59 -0.54 -4.88
H -0.62 -1.83 -5.55
H -1.02 0.05 -5.65
H -0.37 -0.69 -2.69
H -1.97 0.05 -3.37
H 0.89 -3.08 -4.23
H -0.51 -4.20 -4.81
H 0.43 -6.28 -3.66
H 1.90 -5.31 -4.35
H 2.18 -6.35 -1.87
H 1.09 -5.00 -1.15
H 4.64 -6.09 -2.31
H 8.22 -2.71 -0.20
H 7.70 -0.53 1.60
H 5.14 0.62 1.84
H 3.01 -0.31 0.26
H -3.31 -5.35 -0.33
H -1.65 -4.61 0.19
H -4.40 -3.26 0.37
H -2.71 -2.44 0.50
H -3.62 -2.39 -1.16
C -2.64 -1.79 6.75
O -2.32 -1.08 5.58
P -1.47 -1.88 4.47
O -1.93 -3.28 4.20
O 0.05 -1.77 4.99
C 0.51 -0.52 5.47
O -1.51 -0.90 3.19
C -0.88 -1.37 2.01
H -2.89 -1.08 7.54
H -3.51 -2.43 6.57
H -1.80 -2.41 7.09
H 0.33 -0.46 6.55
H 0.01 0.31 4.97
H 1.58 -0.45 5.29
H -1.16 -2.40 1.80
H 0.21 -1.29 2.12
H -1.20 -0.74 1.18
C 3.09 3.67 5.32
O 2.15 4.40 6.09
P 0.62 4.34 5.60
O 0.13 2.98 5.22
O 0.55 5.43 4.42
C 1.18 6.68 4.61
O -0.19 5.04 6.81
C -1.59 5.07 6.69
H 4.09 4.07 5.52
H 3.06 2.62 5.61
H 2.88 3.77 4.25
H 2.21 6.63 4.25
H 1.18 6.97 5.66
H 0.64 7.44 4.04
H -1.99 4.11 6.38
H -1.89 5.85 5.98
H -2.02 5.32 7.67
C -5.27 2.02 -5.82
O -4.35 2.97 -6.31
P -3.17 3.42 -5.29
O -2.52 2.29 -4.56
O -3.88 4.51 -4.35
C -4.70 5.50 -4.95
O -2.19 4.29 -6.22
C -1.01 4.77 -5.62
H -6.18 2.07 -6.43
H -4.84 1.02 -5.92
H -5.53 2.22 -4.78
H -5.73 5.14 -4.97
H -4.37 5.74 -5.96
H -4.66 6.40 -4.34
H -0.52 3.98 -5.04
H -1.24 5.62 -4.97
H -0.32 5.10 -6.40
*
```

Mulliken atomic charge list, values in e, 4 entries: -0.81, 0.15, -0.42, 0.69

---

# 7
Below is an isolated molecule of C4H5NO2S at a distorted geometry, with properties calculated with wB97M-V/def2-TZVPD.

Calculated values
- Energy relative to the best compared isomer or geometry (same formula, charge and spin): 103.6 kcal per mole
- DFT total energy: -758.71498 hartree
- HOMO level: -9.012 eV

Structure (ORCA input):
```
! RIJCOSX wB97M-V def2-TZVPD def2/J DEFGRID3
* xyz 0 1
C -1.61 -0.77 0.85
C -0.36 -1.23 1.24
C -1.41 0.12 -0.19
C 0.54 -0.52 0.52
N 2.31 1.37 0.73
O 2.84 -0.76 -1.00
O -0.14 0.36 -0.33
S 2.37 -0.29 0.58
H -2.48 -1.03 1.39
H -0.11 -2.10 1.96
H -2.21 0.58 -0.73
H 3.19 1.95 0.58
H 1.64 1.96 0.39
*
```

Mulliken atomic charge list, values in e, 4 entries: -0.32, -0.12, -0.52, 0.24

---

# 8
Below is a structure of composition C36H51IrN5O3S at a distorted geometry, with properties calculated with wB97M-V/def2-TZVPD.

Calculated values
- DFT total energy: -2404.13702 hartree
- HOMO level (spin up / spin down): 2.365 / -2.303 eV

Structure (ORCA input):
```
! RIJCOSX wB97M-V def2-TZVPD def2/J DEFGRID3
* xyz -2 6
Ir 0.34 -0.09 0.29
C -1.11 1.92 3.58
C -0.05 0.89 1.89
N -1.27 1.12 2.48
H 0.72 2.77 4.43
N 0.85 1.50 2.72
H -1.95 2.23 4.16
C 0.59 1.51 -0.89
C 1.56 1.38 -1.91
C 2.05 2.54 -2.53
C 1.53 3.80 -2.23
C 0.49 3.90 -1.30
C 0.02 2.77 -0.62
H 1.91 0.39 -2.16
H 2.86 2.47 -3.26
H 0.06 4.88 -1.10
H -0.77 2.86 0.12
C 2.08 5.03 -2.90
H 1.82 5.92 -2.33
H 1.67 5.15 -3.91
H 3.17 4.97 -2.99
C -2.56 0.65 1.96
C -3.66 1.11 2.89
C -2.82 1.21 0.57
H -3.72 2.20 2.95
H -4.62 0.75 2.51
H -3.54 0.70 3.90
H -3.57 -1.20 1.58
H -2.30 -1.30 2.85
H -2.06 0.89 -0.16
C -2.56 -0.86 1.88
H -2.85 2.31 0.59
H -3.79 0.84 0.22
H -1.86 -1.23 1.12
C 0.19 2.18 3.71
C 2.54 2.97 1.76
H 2.18 3.83 2.35
H 3.61 3.09 1.58
C 2.29 1.67 2.51
H 3.92 0.74 1.51
C 2.97 1.76 3.87
H 2.73 0.90 4.50
H 2.02 2.97 0.80
H 2.39 0.31 0.76
H 2.71 2.68 4.40
H 4.06 1.77 3.72
C 2.88 0.50 1.75
H 2.86 -0.41 2.36
C 2.31 -4.48 -6.91
N 1.64 -3.93 -5.83
H 4.49 -4.74 -7.17
N 3.72 -3.81 -5.37
H 1.80 -4.89 -7.76
C 0.18 -3.90 -5.66
C -0.47 -4.37 -6.95
C -0.19 -4.83 -4.51
H -0.21 -5.41 -7.16
H -1.56 -4.32 -6.84
H -0.19 -3.74 -7.80
H -1.25 -2.38 -5.13
H 0.08 -1.81 -6.16
H 0.33 -4.55 -3.58
C -0.18 -2.47 -5.32
H 0.06 -5.87 -4.77
H -1.27 -4.78 -4.33
H 0.37 -2.15 -4.42
C 3.63 -4.40 -6.62
C 4.91 -4.55 -3.39
H 4.92 -5.60 -3.70
H 5.80 -4.37 -2.77
C 4.96 -3.65 -4.62
H 5.91 -2.01 -3.57
C 6.14 -4.03 -5.49
H 6.19 -3.42 -6.40
H 4.01 -4.36 -2.79
H 4.12 -1.92 -3.63
H 6.09 -5.09 -5.77
H 7.07 -3.88 -4.93
C 5.02 -2.19 -4.19
H 5.10 -1.55 -5.09
C 2.50 -3.49 -4.88
O -1.77 -5.83 -0.54
S -0.67 -5.50 0.35
O -1.51 -4.93 1.76
N 0.01 -4.10 -0.14
C 0.29 -3.11 0.68
O 0.64 -2.00 0.07
C 0.16 -3.24 2.13
C 0.66 -2.29 3.02
C 0.24 -2.24 4.34
C -0.63 -3.22 4.84
C -1.18 -4.15 3.97
C -0.80 -4.14 2.62
H 1.38 -1.55 2.64
H 0.58 -1.43 4.98
H -0.90 -3.22 5.89
H -1.92 -4.88 4.29
*
```

Mulliken atomic charge list, values in e, 4 entries: 0.06, -0.79, 0.87, -0.59

---

# 9
Below is a cluster of 2 separate species, C24H29F2 in total at a distorted geometry, with properties calculated with wB97M-V/def2-TZVPD.

Calculated values
- Energy relative to the best compared isomer or geometry (same formula, charge and spin): 52.3 kcal per mole
- DFT total energy: -1131.28184 hartree
- HOMO level: -11.854 eV

Structure (ORCA input):
```
! RIJCOSX wB97M-V def2-TZVPD def2/J DEFGRID3
* xyz 1 1
C -3.54 0.02 1.98
C -3.15 -1.29 2.70
C -1.66 -1.57 2.88
C -0.81 -1.53 1.60
C 0.72 -1.32 1.75
C 1.31 0.00 2.20
C 2.44 0.00 3.02
C 0.74 1.33 1.75
C -0.79 1.55 1.60
C -1.64 1.58 2.88
C -3.14 1.32 2.69
H -3.17 0.01 0.95
H -4.64 0.02 1.90
H -3.62 -1.30 3.69
H -3.61 -2.12 2.13
H -1.23 -0.92 3.66
H -1.58 -2.59 3.29
H -0.92 -2.53 1.14
H -1.22 -0.84 0.86
H 1.10 -2.08 2.47
H 1.14 -1.60 0.76
H 2.80 0.97 3.39
H 2.50 -0.89 3.68
H 1.12 2.07 2.46
H 1.17 1.59 0.76
H -0.89 2.54 1.14
H -1.21 0.86 0.85
H -1.21 0.92 3.65
H -1.55 2.60 3.29
H -3.58 2.15 2.13
H -3.61 1.33 3.68
F 8.66 -0.12 -0.44
C 7.34 -0.35 -0.13
C 6.47 -0.75 -1.16
C 5.12 -0.97 -0.82
C 4.67 -0.72 0.45
C 5.56 -0.25 1.49
C 4.97 0.02 2.74
C 5.59 0.50 3.91
C 4.96 0.36 5.20
C 5.61 0.67 6.38
C 6.95 1.10 6.37
C 7.55 1.28 5.13
F 8.88 1.66 5.10
C 6.90 1.11 3.93
C 6.95 -0.19 1.18
H 6.84 -0.89 -2.17
H 4.42 -1.34 -1.59
H 3.62 -0.89 0.71
H 3.98 -0.48 2.75
H 3.94 -0.03 5.23
H 5.09 0.57 7.33
H 7.49 1.31 7.29
H 7.37 1.42 3.00
H 7.69 -0.06 1.96
*
```

Mulliken atomic charge list, values in e, 4 entries: -0.53, -0.99, -0.62, -1.15

---

# 10
Below is a structure of composition C8H11O at a distorted geometry, with properties calculated with wB97M-V/def2-TZVPD.

Calculated values
- Energy relative to the best compared isomer or geometry (same formula, charge and spin): 11.2 kcal per mole
- DFT total energy: -386.53361 hartree
- HOMO level (spin up / spin down): -7.179 / -8.583 eV

Structure (ORCA input):
```
! RIJCOSX wB97M-V def2-TZVPD def2/J DEFGRID3
* xyz 0 2
C -2.76 0.38 1.95
C -1.29 0.37 1.96
C -0.55 -0.78 1.74
C 0.85 -0.79 1.75
C 1.55 0.40 2.02
C 0.82 1.57 2.20
C -0.58 1.57 2.17
C 3.04 0.42 2.12
H -3.13 1.39 1.73
H -3.11 -0.31 1.19
H -3.20 0.08 2.92
H -1.16 -2.02 1.69
H 1.38 -1.74 1.63
H 1.35 2.50 2.35
H -1.13 2.50 2.27
H 3.39 1.45 2.15
H 3.39 -0.08 3.03
H 3.49 -0.08 1.25
O -1.74 -1.90 0.83
H -1.31 -2.40 0.13
*
```

Mulliken atomic charge list, values in e, 4 entries: -1.27, 0.74, -0.07, -0.56

---

# 11
Below is a cluster of 2 separate species, C2H4S3 in total at a distorted geometry, with properties calculated with wB97M-V/def2-TZVPD.

Calculated values
- Energy relative to the best compared isomer or geometry (same formula, charge and spin): 85.5 kcal per mole
- DFT total energy: -1273.01555 hartree
- HOMO level: -8.931 eV

Structure (ORCA input):
```
! RIJCOSX wB97M-V def2-TZVPD def2/J DEFGRID3
* xyz 0 1
C -0.67 0.15 0.95
C 0.51 0.44 0.19
H -0.87 -0.81 -1.87
H -0.45 -0.56 1.73
H -1.15 0.84 1.52
H 2.26 -0.69 -1.45
S -2.07 -0.16 -0.51
S 1.61 -1.12 -0.20
S 0.83 1.90 -0.37
*
```

Mulliken atomic charge list, values in e, 4 entries: -0.52, -0.05, 0.17, 0.35

---

# 12
Below is a structure of composition C7H15Cl12HgO at a distorted geometry, with properties calculated with wB97M-V/def2-TZVPD.

Calculated values
- Energy relative to the best compared isomer or geometry (same formula, charge and spin): 0.0 kcal per mole
- DFT total energy: -6025.76336 hartree
- HOMO level (spin up / spin down): -15.450 / -15.441 eV

Structure (ORCA input):
```
! RIJCOSX wB97M-V def2-TZVPD def2/J DEFGRID3
* xyz 2 2
Hg -0.98 -2.20 -3.13
C -0.27 -0.47 -0.06
O -0.79 -0.72 -1.36
H 0.74 -0.84 0.11
H -0.26 0.60 0.13
H -1.04 -0.77 0.66
C 3.84 1.34 1.11
Cl 3.13 2.95 1.66
Cl 4.42 1.43 -0.53
H 4.66 0.99 1.75
H 3.09 0.55 1.17
C -0.50 3.16 1.41
Cl 0.20 3.29 -0.22
Cl 0.18 4.43 2.46
H -1.55 3.42 1.26
H -0.32 2.20 1.88
C -3.94 1.51 -0.93
Cl -3.02 2.41 -2.22
Cl -4.46 2.60 0.33
H -4.80 1.10 -1.47
H -3.39 0.66 -0.53
C -2.63 -3.86 0.26
Cl -1.37 -4.03 -0.95
Cl -2.03 -4.20 1.90
H -3.05 -2.85 0.26
H -3.39 -4.58 -0.01
C 1.31 1.46 -2.98
Cl 1.06 0.12 -4.16
Cl 2.59 2.57 -3.53
H 0.35 1.96 -2.90
H 1.65 1.00 -2.05
C 1.93 -3.01 2.09
Cl 2.38 -4.10 3.46
Cl 3.45 -2.40 1.43
H 1.50 -3.54 1.25
H 1.32 -2.18 2.46
*
```

Mulliken atomic charge list, values in e, 4 entries: 1.24, -0.29, -0.52, 0.29

---

- Look up the DFT total energy of the first one.
  -356.64160 hartree

---

- Number 11 is which compound?
  C2H4S3

---

- What is the formula in the sixth record?
  C26H48O17P4

---

- Which value of DFT total energy does entry 10 give?
  -386.53361 hartree